ORCA calculation (wB97M-V/def2-TZVPD) on C31H47NO3P2ReS as an isolated structure.

The geometry in XYZ format:
```
86
Properties=species:S:1:pos:R:3:mulliken_charge:R:1
Re 0.85031 -0.50505 -2.02903 0.20
S -0.21142 -1.64414 4.71018 1.10
P 2.93178 1.88983 -3.81254 0.79
P 3.86445 4.39748 -1.54786 0.99
O -1.26910 -0.67481 4.89495 -0.57
O 2.63514 -0.28552 2.72422 -0.61
O -0.54043 -3.04302 4.85430 -0.58
N 0.69770 -1.33675 3.39636 0.01
C -2.25368 0.71654 -1.67354 -1.50
C -0.49128 -0.69362 -0.39251 0.35
C -0.15228 -2.36428 -1.92346 0.31
C 3.45151 -0.54465 7.15500 -0.65
C 2.23419 -0.80556 5.07850 0.23
C 3.83040 0.76818 -4.96586 -1.26
C 1.91807 -0.76576 3.61236 0.48
C 0.00366 4.13019 1.13461 -0.70
C 3.59395 6.15486 -1.01719 -1.44
C 0.14339 -1.94936 -0.59732 0.37
C 3.40505 -0.44489 5.75832 -0.44
C 2.33252 -1.00039 7.87734 -0.43
C 1.95416 2.85022 -5.08421 -1.40
C -1.26245 -0.39374 -1.54345 0.40
C 4.35572 3.15097 -3.94882 -1.52
C -1.05188 -1.41242 -2.49306 0.43
C 1.03917 2.92596 -1.50254 0.84
C 2.74550 2.77334 0.40516 -0.74
C 1.15690 -1.35363 7.19940 -0.70
C 0.42991 -3.45800 -2.69993 -1.27
C 1.14901 -1.24129 5.80667 0.31
C 0.93309 3.35194 2.02308 -0.77
C -0.65166 -0.03826 0.92252 0.90
C 0.55908 4.92359 -0.11626 -0.46
C 2.03712 2.65640 1.67428 -1.00
C 1.86847 2.03927 -0.62008 1.12
C 4.16135 4.56265 -3.33770 -0.81
C 5.54675 4.17154 -0.81423 -1.47
C -1.59984 -1.41413 -3.87331 -1.37
C 0.48310 4.12090 -1.34497 -1.02
C 1.13514 -2.61609 0.29001 -0.84
H 2.67053 2.18588 2.42378 0.65
H 0.67207 2.22288 -2.27852 0.45
H 0.76524 -2.56244 1.32376 0.16
H 2.94434 6.64074 -1.76526 0.42
H -3.26416 0.35427 -1.40402 0.35
H 1.21416 -3.65870 -0.05008 0.43
H 3.76392 2.33000 0.41533 0.87
H 2.63426 3.21423 -5.86713 0.47
H 0.87193 -4.23074 -2.05333 0.38
H -0.55824 1.05107 0.80521 -0.47
H -0.87082 -0.89163 -4.48690 0.26
H -1.76988 -2.42614 -4.25038 0.38
H 4.26511 -0.10025 5.19477 0.51
H 3.09330 6.20976 -0.03804 0.51
H 4.53570 6.71960 -0.92045 0.48
H 5.22482 2.66501 -3.47104 0.48
H 4.35405 -0.28052 7.69792 0.40
H 2.13624 -2.14269 0.28124 0.16
H -0.14857 4.56908 -2.16884 0.33
H 0.26931 -1.72223 7.72436 0.44
H -2.29578 1.10727 -2.69674 0.49
H 1.46596 3.70531 -4.60083 0.31
H -1.98034 1.55198 -1.01855 0.13
H -0.35705 -3.89772 -3.32821 0.37
H -0.05435 5.83214 -0.31657 0.55
H 5.06363 5.20194 -3.44836 0.50
H 3.13886 0.03032 -5.38330 0.46
H 3.30216 5.08602 -3.79575 0.52
H -0.79985 3.45657 0.77964 0.21
H 1.19155 -2.97357 -3.30541 0.27
H 2.38655 -1.08423 8.96426 0.41
H 1.21056 2.18176 -5.53417 0.43
H 6.01156 3.26177 -1.22149 0.38
H 4.29337 1.36548 -5.76466 0.43
H 0.57682 3.23445 3.06125 0.43
H 6.21541 5.02134 -1.01571 0.52
H -1.61319 -0.34346 1.38514 0.58
H 5.43216 4.03954 0.27299 0.40
H -2.55017 -0.87764 -3.91439 0.40
H 2.92215 3.84233 0.23102 -0.17
H 0.18179 -0.38531 1.54655 -0.72
H -0.50137 4.92780 1.74899 0.48
H 4.56481 3.24764 -5.03051 0.70
H 2.55358 1.49735 -1.31417 -0.45
H 1.58915 5.26159 0.07816 -0.54
H 1.28762 1.20831 -0.11387 -0.43
H 4.62180 0.30156 -4.36641 0.38
```

ΔE to the lowest compared entry with this formula, charge and spin (kJ/mol): 175.2
Total charge: +2
Molar mass (u): 761.94
HOMO energy (spin up / spin down) (eV): -13.1 / -12.6
2S+1: 4
DFT total energy (hartree): -2648.16213

ORCA calculation (wB97M-V/def2-TZVPD) on a 10-piece molecular cluster, C6H32NO10 overall.

The geometry in XYZ format:
```
49
Properties=species:S:1:pos:R:3:mulliken_charge:R:1
O 0.30801 -2.29823 -0.37964 -0.91
O 2.06260 -2.78293 1.40797 -0.76
O -2.55838 -1.84314 2.68234 -0.67
O 2.71752 1.70342 1.89993 -0.55
O -0.02841 -1.17114 -2.63833 -0.79
O -2.81314 -2.11304 -0.33777 -0.64
O -0.84167 -3.70183 1.54087 -0.75
O 2.70958 3.33240 -1.07066 -0.68
O 1.36465 0.83533 -3.74974 -0.71
O 2.64373 -1.09831 -0.81978 -0.60
N -3.05382 0.80020 -1.45386 -0.54
C -1.32499 2.45727 -0.92768 -0.69
C 0.30140 1.36447 2.42614 -1.26
C -1.72104 1.23233 -1.78313 0.36
C 1.52258 2.26295 2.40422 -0.40
C -0.39402 1.09633 1.12477 1.01
C -1.30978 2.15643 0.59364 -0.95
H -2.10102 -2.59747 2.29618 0.37
H -2.06983 3.25054 -1.25344 0.31
H 2.88194 3.00339 -0.16695 0.34
H -2.88829 -3.02386 -0.05502 0.34
H -0.35687 1.80032 3.20453 0.41
H -0.83502 -3.27120 0.65977 0.28
H 2.77059 -3.14749 0.86114 0.30
H 0.73196 1.32367 -3.17148 0.31
H 2.83914 -0.91955 -1.73461 0.27
H -3.08715 -1.47481 1.96571 0.32
H 1.06742 -0.06636 -3.58349 0.40
H -2.37411 2.03655 0.79059 0.49
H 0.28124 -3.21004 -0.67744 0.21
H 1.88047 -1.73585 -0.81396 0.42
H -0.88647 0.09059 1.13530 -0.21
H -0.95283 0.38073 -1.79901 -0.62
H 1.35546 3.13265 1.74528 0.21
H -0.40898 3.03280 -1.28090 0.28
H -1.63608 1.32092 -2.92299 0.36
H 2.50543 0.80914 1.54398 0.33
H 0.72388 0.40020 2.87809 0.32
H 1.93711 2.63663 3.32396 0.40
H -3.64810 1.60969 -1.44897 0.29
H 0.09086 -3.70936 1.81541 0.37
H -0.99481 -1.25466 -2.65503 0.34
H -1.91097 -1.86993 -0.02792 0.13
H -1.14548 3.05170 1.23637 0.43
H 0.14273 -1.46624 -1.65185 0.38
H 2.36262 2.61461 -1.59157 0.32
H 1.36770 -2.45661 0.67584 0.37
H -3.08422 0.39552 -0.52950 0.20
H 0.49202 0.93284 0.44367 -0.10
```

ΔE to the lowest compared entry with this formula, charge and spin (kJ/mol): 146.7
Total charge: -1
Molar mass (u): 278.32
HOMO energy (eV): -6.8
2S+1: 1
DFT total energy (hartree): -1054.99334

ORCA calculation (wB97M-V/def2-TZVPD) on C19H22F6N3O3PtS as an isolated structure.

The geometry in XYZ format:
```
55
Properties=species:S:1:pos:R:3:mulliken_charge:R:1
Pt 0.18425 0.23272 -0.26636 0.39
S 1.79600 1.14428 -2.98412 0.99
F -2.11901 1.51595 6.08463 -0.29
F -0.87662 -0.19915 6.57623 -0.31
F 3.70166 -0.68277 -2.88582 -0.23
F 3.64628 0.63473 -1.16809 -0.19
F -2.93612 -0.47068 5.93537 -0.29
F 4.41203 1.35671 -3.06198 -0.27
O 1.75058 2.50666 -2.52768 -0.61
O 1.74249 0.89687 -4.39323 -0.65
O 0.92761 0.20510 -2.23213 -0.83
N 0.91904 1.94171 0.15435 0.30
N -0.80371 -1.38146 -0.73550 -0.80
N -0.48668 0.06700 1.61206 -0.15
C -0.50233 -2.63056 -1.00692 0.53
C -1.79388 0.24455 5.68633 0.78
C 0.94211 -4.58637 -1.25682 -0.86
C -0.13699 -5.36003 -1.67808 -0.63
C -1.74283 0.51202 1.94791 -0.42
C 0.88240 3.05230 2.28029 -1.65
C -1.60698 -3.46425 -1.44837 1.22
C 0.80405 4.33197 0.10963 -1.59
C 2.01780 -2.48197 -0.50872 -1.00
C 3.48089 0.57870 -2.49791 0.66
C 0.80280 -3.25462 -0.92118 1.10
C 2.91369 3.13383 0.78845 -1.66
C -1.33424 0.16224 4.30071 0.26
C -2.18193 0.57596 3.23074 -0.90
C 1.37906 3.10150 0.82697 1.75
C 0.32109 -0.37956 2.63865 -0.31
C -2.96714 -2.84560 -1.55308 -1.34
C -1.40470 -4.78655 -1.76922 -0.81
C -0.06249 -0.34598 3.94246 -0.76
H 0.62177 -0.71100 4.69572 0.41
H -3.69799 -3.57769 -1.89941 0.39
H -2.24474 -5.38751 -2.10022 0.32
H 1.29421 -0.75023 2.35359 0.39
H 1.11821 4.33152 -0.93321 0.36
H 3.25979 3.16528 -0.24318 0.34
H 2.34948 -1.82173 -1.31273 0.16
H 0.00923 -6.40217 -1.93347 0.37
H 1.15968 5.24246 0.59657 0.40
H 2.83561 -3.16192 -0.26729 0.49
H -0.28589 4.31578 0.15135 0.37
H 3.32344 2.24618 1.27205 0.37
H -3.18466 0.93470 3.42243 0.38
H -3.28499 -2.44664 -0.58888 0.25
H 1.81957 -1.85172 0.35539 -0.09
H -0.20591 2.98429 2.31802 0.36
H -2.94937 -1.99820 -2.23998 0.28
H -2.36966 0.80986 1.11930 0.45
H 3.27472 4.01962 1.31583 0.43
H 1.29496 2.18953 2.80217 0.35
H 1.19799 3.96184 2.79563 0.50
H 1.92453 -5.04088 -1.18782 0.34
```

Total charge: -1
Molar mass (u): 681.54
HOMO energy (spin up / spin down) (eV): -2.8 / -5.3
2S+1: 5
DFT total energy (hartree): -2243.88245

> Which of these has the highest molar mass?

C31H47NO3P2ReS

> Among the records above, which one has the lowest molar mass?

C6H32NO10

> Look up the DFT total energy of the second one.

-1054.99334 hartree

Copy entry 2 word for word.
ORCA calculation (wB97M-V/def2-TZVPD) on a 10-piece molecular cluster, C6H32NO10 overall.

The geometry in XYZ format:
```
49
Properties=species:S:1:pos:R:3:mulliken_charge:R:1
O 0.30801 -2.29823 -0.37964 -0.91
O 2.06260 -2.78293 1.40797 -0.76
O -2.55838 -1.84314 2.68234 -0.67
O 2.71752 1.70342 1.89993 -0.55
O -0.02841 -1.17114 -2.63833 -0.79
O -2.81314 -2.11304 -0.33777 -0.64
O -0.84167 -3.70183 1.54087 -0.75
O 2.70958 3.33240 -1.07066 -0.68
O 1.36465 0.83533 -3.74974 -0.71
O 2.64373 -1.09831 -0.81978 -0.60
N -3.05382 0.80020 -1.45386 -0.54
C -1.32499 2.45727 -0.92768 -0.69
C 0.30140 1.36447 2.42614 -1.26
C -1.72104 1.23233 -1.78313 0.36
C 1.52258 2.26295 2.40422 -0.40
C -0.39402 1.09633 1.12477 1.01
C -1.30978 2.15643 0.59364 -0.95
H -2.10102 -2.59747 2.29618 0.37
H -2.06983 3.25054 -1.25344 0.31
H 2.88194 3.00339 -0.16695 0.34
H -2.88829 -3.02386 -0.05502 0.34
H -0.35687 1.80032 3.20453 0.41
H -0.83502 -3.27120 0.65977 0.28
H 2.77059 -3.14749 0.86114 0.30
H 0.73196 1.32367 -3.17148 0.31
H 2.83914 -0.91955 -1.73461 0.27
H -3.08715 -1.47481 1.96571 0.32
H 1.06742 -0.06636 -3.58349 0.40
H -2.37411 2.03655 0.79059 0.49
H 0.28124 -3.21004 -0.67744 0.21
H 1.88047 -1.73585 -0.81396 0.42
H -0.88647 0.09059 1.13530 -0.21
H -0.95283 0.38073 -1.79901 -0.62
H 1.35546 3.13265 1.74528 0.21
H -0.40898 3.03280 -1.28090 0.28
H -1.63608 1.32092 -2.92299 0.36
H 2.50543 0.80914 1.54398 0.33
H 0.72388 0.40020 2.87809 0.32
H 1.93711 2.63663 3.32396 0.40
H -3.64810 1.60969 -1.44897 0.29
H 0.09086 -3.70936 1.81541 0.37
H -0.99481 -1.25466 -2.65503 0.34
H -1.91097 -1.86993 -0.02792 0.13
H -1.14548 3.05170 1.23637 0.43
H 0.14273 -1.46624 -1.65185 0.38
H 2.36262 2.61461 -1.59157 0.32
H 1.36770 -2.45661 0.67584 0.37
H -3.08422 0.39552 -0.52950 0.20
H 0.49202 0.93284 0.44367 -0.10
```

ΔE to the lowest compared entry with this formula, charge and spin (kJ/mol): 146.7
Total charge: -1
Molar mass (u): 278.32
HOMO energy (eV): -6.8
2S+1: 1
DFT total energy (hartree): -1054.99334